A molecular structure, CH23CdO14 at a distorted geometry, computed with ωB97M-V with the def2-TZVPD basis set.

Cartesian coordinates (Å):
Cd1 1.0556 -1.1552 1.6292
C1 -0.4544 0.1688 -0.8288
O1 -1.5094 -0.4652 -0.6278
O2 -0.6124 1.1488 -1.7768
O3 0.5906 0.1328 -0.1098
H1 -1.4814 1.1248 -2.1388
O4 0.6766 2.8838 0.3442
H2 0.4876 2.1618 -0.2838
H3 0.0186 2.8168 1.0222
O5 3.1196 -1.8242 0.3882
H4 3.2976 -1.1312 -0.2218
H5 3.8546 -1.8532 1.0102
O6 1.6446 2.3178 -3.0138
H6 2.1126 2.9158 -2.4658
H7 0.8736 2.3828 -2.5618
O7 0.4226 -2.7122 0.0012
H8 1.1686 -3.2352 -0.3678
H9 -0.2734 -2.6542 -0.6978
O8 0.0166 0.6758 2.8032
H10 0.5596 1.4548 2.9402
H11 -0.7594 0.9358 2.3112
O9 -0.9214 -1.9762 2.3142
H12 -1.2804 -2.6542 2.9072
H13 -1.5424 -1.9952 1.5462
O10 3.4706 0.6998 -0.8418
H14 3.4386 1.1818 -1.6318
H15 2.7596 1.0988 -0.3558
O11 -2.5614 -2.5802 0.4032
H16 -2.1904 -3.2142 -0.2388
H17 -2.4404 -1.7912 -0.1268
O12 1.5756 -0.3522 -3.1978
H18 1.8546 0.5658 -3.3508
H19 1.0026 -0.2042 -2.4268
O13 -3.9114 -0.1492 1.2702
H20 -3.3244 -0.5052 0.6172
H21 -4.0494 -0.8252 1.9362
O14 -1.8904 2.2068 1.4502
H22 -2.0934 1.7508 0.6302
H23 -2.7054 2.6538 1.7392

Its HOMO energy is -13.352 eV. The value obtained for the HOMO-LUMO gap is 0.30236 Ha. The charge is +1. As for the total energy: -34634.806 eV. For the energy relative to the best compared isomer or geometry (same formula, charge and spin), the calculation gives 0.000 eV.

Here are the natural (NBO) charges for atoms 1 to 8, given in e:
1 Cd 1.789
2 C 0.986
3 O -0.820
4 O -0.733
5 O -0.879
6 H 0.524
7 O -0.963
8 H 0.468


A molecular structure, C17H16BN7Re, computed with ωB97M-V with the def2-TZVPD basis set.

Cartesian coordinates (Å):
Re1 0.0782 0.5198 -0.0279
C1 -1.8106 -2.9992 -1.5548
C2 -1.4537 -2.1985 -0.4915
N1 -0.7012 -1.1634 -0.9308
N2 -0.6071 -1.2898 -2.2842
C3 -1.2698 -2.3772 -2.6734
B1 0.0782 -0.1713 -3.0720
N3 -0.6912 1.1740 -2.7368
C4 -1.3366 2.0240 -3.5187
C5 -1.9478 3.0117 -2.7445
C6 -1.6338 2.7027 -1.4488
N4 -0.8462 1.5862 -1.4319
N5 1.5221 -0.0403 -2.5075
C7 2.7044 -0.0311 -3.1143
C8 3.6975 0.2665 -2.1821
C9 3.0266 0.4687 -0.9988
N6 1.6972 0.2696 -1.1965
H1 -2.3881 -3.9071 -1.5248
H2 -1.6729 -2.3282 0.5549
H3 -1.3275 -2.6503 -3.7159
H4 0.0773 -0.3665 -4.2500
H5 -1.3398 1.8932 -4.5911
H6 -2.5423 3.8393 -3.0930
H7 -1.9055 3.1990 -0.5341
H8 2.7847 -0.2222 -4.1738
H9 4.7580 0.3357 -2.3533
H10 3.4191 0.7208 -0.0267
C10 -0.2856 -0.1733 1.9344
C11 -0.2298 1.2853 2.0727
C12 1.0117 1.9190 1.7862
C13 1.0487 3.3075 1.5833
C14 -0.1113 4.0588 1.6702
C15 -1.3285 3.4441 1.9742
C16 -1.3980 2.0725 2.1325
C17 -0.0659 5.4854 1.4329
N7 -0.0344 6.6109 1.2081
H11 -1.1799 -0.7082 2.2287
H12 0.6278 -0.7195 2.1971
H13 1.9466 1.3856 1.9190
H14 1.9940 3.8044 1.4048
H15 -2.2198 4.0511 2.0777
H16 -2.3433 1.5930 2.3560

The expectation value of S² is 0.765. Its HOMO energy (spin up / spin down) is -15.685 / -15.614 eV. The value obtained for the HOMO-LUMO gap (spin up / spin down) is 0.24766 / 0.25079 Ha. The charge is +2. As for the total energy: -31110.012 eV. The spin multiplicity is 2.

Here are the natural (NBO) charges for atoms 1 to 8, given in e:
1 Re 1.407
2 C -0.302
3 C 0.035
4 N -0.334
5 N -0.320
6 C 0.086
7 B 0.517
8 N -0.282